15 unconnected molecules or ions with the total composition C61H136N5O38P3. Source: OMol25; level of theory: ωB97M-V with the def2-TZVPD basis set.

## Properties
Kohn-Sham gap   9.40 eV
HOMO energy   -9.07 eV

```
! RIJCOSX wB97M-V def2-TZVPD def2/J DEFGRID3
* xyz 0 1
C -5.95 0.50 -4.18
C -4.85 1.13 -5.05
O -4.49 0.58 -6.11
N -4.30 2.21 -4.55
C -3.30 3.09 -5.10
H -6.34 -0.37 -4.70
H -6.74 1.23 -4.00
H -5.58 0.16 -3.21
H -4.73 2.67 -3.76
H -3.08 2.89 -6.15
H -2.42 2.93 -4.48
H -3.61 4.14 -5.16
C 5.75 -3.75 -1.52
C 7.05 -3.08 -1.17
O 7.94 -3.74 -0.69
N 7.20 -1.80 -1.43
C 6.34 -0.99 -2.34
H 5.78 -3.95 -2.59
H 4.86 -3.16 -1.32
H 5.53 -4.73 -1.10
H 8.15 -1.54 -1.22
H 6.96 -0.46 -3.06
H 5.70 -0.33 -1.75
H 5.69 -1.62 -2.95
C -2.78 -4.55 -2.45
C -2.49 -5.78 -1.56
O -2.60 -5.79 -0.36
N -2.09 -6.95 -2.16
C -1.88 -7.14 -3.62
H -2.16 -4.51 -3.34
H -2.46 -3.60 -2.04
H -3.83 -4.34 -2.63
H -1.88 -7.72 -1.54
H -0.86 -6.94 -3.95
H -2.56 -6.51 -4.17
H -2.06 -8.17 -3.94
C -6.18 1.43 0.52
C -7.25 2.35 1.07
O -8.27 2.43 0.50
N -7.04 2.96 2.21
C -7.80 4.04 2.86
H -5.29 2.06 0.48
H -6.40 0.99 -0.45
H -6.00 0.67 1.29
H -6.16 2.72 2.66
H -8.68 3.58 3.30
H -8.01 4.74 2.05
H -7.27 4.62 3.61
C 2.44 1.52 5.07
C 1.97 0.23 5.70
O 2.56 -0.20 6.70
N 0.84 -0.30 5.21
C 0.08 -1.40 5.81
H 2.15 2.36 5.70
H 2.08 1.77 4.07
H 3.51 1.35 5.08
H 0.46 -0.05 4.31
H 0.25 -2.32 5.25
H -0.96 -1.08 5.87
H 0.33 -1.59 6.85
C -1.17 5.73 -3.39
C -1.82 5.10 -2.19
O -2.96 5.81 -1.73
P -4.37 5.00 -1.40
O -4.78 4.06 -2.51
O -4.04 4.40 0.09
C -3.40 5.19 1.02
C -3.87 4.59 2.37
O -5.46 6.13 -1.10
C -6.73 5.70 -0.58
C -7.56 6.97 -0.41
H -0.37 5.08 -3.74
H -1.99 5.77 -4.10
H -0.77 6.74 -3.22
H -2.13 4.07 -2.38
H -1.16 4.89 -1.35
H -2.31 5.23 0.93
H -3.69 6.24 1.03
H -3.40 5.13 3.18
H -4.92 4.87 2.43
H -3.78 3.52 2.53
H -7.17 4.93 -1.21
H -6.61 5.32 0.44
H -8.61 6.73 -0.26
H -7.29 7.38 0.57
H -7.41 7.66 -1.24
C 2.99 -9.81 2.79
C 4.11 -8.78 2.65
O 3.65 -7.77 1.75
P 3.98 -6.23 2.00
O 3.91 -5.41 0.73
O 2.95 -5.86 3.24
C 3.05 -4.58 3.82
C 2.13 -4.54 5.01
O 5.47 -6.29 2.72
C 6.47 -5.36 2.35
C 7.58 -5.32 3.39
H 2.60 -10.15 1.83
H 3.42 -10.72 3.22
H 2.20 -9.52 3.49
H 4.30 -8.37 3.64
H 5.07 -9.23 2.39
H 4.06 -4.48 4.21
H 2.89 -3.86 3.01
H 1.08 -4.50 4.69
H 2.24 -5.42 5.63
H 2.36 -3.68 5.63
H 6.96 -5.57 1.40
H 5.97 -4.39 2.29
H 7.34 -5.22 4.45
H 8.27 -6.16 3.33
H 8.26 -4.53 3.06
C -2.60 1.27 -1.44
C -2.36 0.81 0.03
O -1.53 -0.33 -0.06
P -0.08 -0.50 0.68
O -0.15 -0.21 2.16
O 0.49 -1.97 0.29
C -0.33 -3.14 0.44
C 0.25 -3.78 1.66
O 0.96 0.44 -0.14
C 0.91 0.49 -1.60
C 2.07 -0.20 -2.21
H -2.77 0.36 -2.01
H -3.57 1.70 -1.70
H -1.84 1.95 -1.83
H -1.93 1.61 0.64
H -3.27 0.65 0.60
H -1.36 -2.84 0.58
H -0.24 -3.80 -0.42
H 1.26 -4.16 1.50
H 0.21 -3.09 2.50
H -0.38 -4.64 1.89
H -0.04 0.11 -1.98
H 1.01 1.55 -1.84
H 2.04 -1.29 -2.20
H 2.07 0.09 -3.26
H 3.05 0.13 -1.87
C -0.35 3.69 2.36
C 0.82 4.37 1.69
O 0.44 5.51 0.95
C 1.27 6.24 0.26
O 2.50 5.98 0.21
O 0.60 7.20 -0.40
C 1.27 8.00 -1.34
H -0.13 2.80 2.96
H -1.17 3.41 1.70
H -0.81 4.42 3.02
H 1.28 3.63 1.04
H 1.59 4.76 2.37
H 0.73 8.89 -1.63
H 1.55 7.42 -2.22
H 2.21 8.40 -0.96
C 1.50 -5.55 -2.61
C 1.68 -5.49 -4.12
O 1.82 -4.09 -4.45
C 3.08 -3.53 -4.76
O 4.18 -4.04 -4.80
O 2.81 -2.24 -5.05
C 3.92 -1.37 -5.41
H 2.20 -4.97 -2.00
H 1.48 -6.60 -2.30
H 0.53 -5.18 -2.30
H 0.90 -6.01 -4.68
H 2.59 -6.05 -4.31
H 4.46 -1.03 -4.53
H 3.50 -0.57 -6.03
H 4.67 -1.72 -6.13
C 4.17 -1.44 2.98
C 3.20 -0.63 2.11
O 4.04 0.05 1.18
C 4.09 1.42 1.13
O 3.49 2.16 1.87
O 5.02 1.71 0.15
C 5.55 3.04 -0.09
H 4.96 -0.81 3.42
H 4.58 -2.24 2.37
H 3.58 -1.89 3.78
H 2.60 0.01 2.75
H 2.58 -1.37 1.60
H 6.38 3.35 0.55
H 4.79 3.81 -0.02
H 5.91 3.15 -1.11
C -1.13 -1.57 -4.32
C -1.09 -0.12 -4.82
O 0.28 0.03 -5.20
C 0.64 1.32 -5.38
O 0.02 2.35 -5.07
O 1.92 1.31 -5.75
C 2.65 2.53 -5.99
H -2.11 -1.84 -3.93
H -0.39 -1.59 -3.52
H -0.77 -2.22 -5.11
H -1.43 0.61 -4.09
H -1.76 0.04 -5.67
H 3.08 2.96 -5.08
H 1.98 3.28 -6.39
H 3.41 2.35 -6.75
C 7.87 6.56 -1.79
C 6.50 6.96 -2.31
O 5.58 5.88 -2.17
C 4.38 6.00 -2.71
O 3.94 7.00 -3.29
O 3.72 4.85 -2.55
C 2.37 4.69 -3.05
H 8.13 5.57 -2.18
H 7.81 6.55 -0.71
H 8.64 7.29 -2.08
H 6.58 7.28 -3.35
H 6.09 7.86 -1.84
H 1.91 3.71 -2.94
H 2.44 4.84 -4.13
H 1.76 5.49 -2.63
C -7.32 0.65 5.14
C -6.45 -0.50 4.82
O -5.13 -0.16 5.29
C -4.32 0.71 4.67
O -4.70 1.36 3.65
O -2.98 0.66 5.20
C -2.00 1.57 4.66
H -7.15 1.37 4.34
H -7.23 1.06 6.14
H -8.37 0.36 5.00
H -6.50 -0.82 3.78
H -6.76 -1.32 5.47
H -2.44 2.54 4.43
H -1.61 1.13 3.74
H -1.14 1.79 5.28
C -4.18 -1.87 1.96
C -3.08 -2.32 2.95
O -3.01 -3.75 2.87
C -2.44 -4.45 3.88
O -1.86 -3.92 4.80
O -2.58 -5.78 3.70
C -2.82 -6.44 2.44
H -5.15 -2.32 2.16
H -4.03 -2.09 0.90
H -4.32 -0.79 2.02
H -3.51 -2.08 3.92
H -2.10 -1.87 2.80
H -2.97 -7.49 2.69
H -1.95 -6.35 1.79
H -3.67 -6.07 1.86
*
```

Here are the Mulliken charges for atoms 1 to 99, given in e: -1.072 0.934 -0.731 0.371 -0.893 0.370 0.345 0.108 0.143 0.387 0.059 0.368 -0.689 0.392 -0.716 -0.068 -0.139 0.378 0.156 0.237 0.273 0.410 0.088 -0.320 -0.437 0.354 -0.544 -0.120 -0.671 0.475 -0.429 0.498 0.235 0.005 0.333 0.378 0.672 0.287 -0.694 0.286 -1.039 -0.499 0.374 -0.190 -0.239 0.346 0.350 0.323 -0.749 0.828 -0.748 0.655 -0.766 0.424 -0.119 0.246 -0.474 0.033 0.110 0.500 -1.237 1.836 -0.515 0.258 -0.659 0.787 0.235 -0.937 -0.462 0.604 -1.471 0.016 0.402 0.294 -0.859 -0.370 -0.479 0.526 0.582 0.396 -0.290 0.355 -0.420 0.397 0.370 0.396 -1.282 -0.169 -0.261 0.510 -0.262 -0.296 0.925 -1.358 -0.416 0.861 -1.579 0.283 0.405

---

A molecular structure, C61H37I4N8Ti. Source: OMol25; level of theory: ωB97M-V with the def2-TZVPD basis set.

## Properties
Kohn-Sham gap (spin up / spin down)   4.63 / 5.79 eV
HOMO energy (spin up / spin down)   -2.99 / -4.56 eV
Energy above the lowest of the compared OMol25 structures with the same formula, charge and spin   0.0 kcal/mol

```
! RIJCOSX wB97M-V def2-TZVPD def2/J DEFGRID3
* xyz -1 3
Ti -0.39 0.22 0.23
I 0.93 7.60 -6.36
C 1.08 6.24 -4.76
C 1.64 4.99 -5.00
C 1.47 4.02 -4.02
C 0.76 4.15 -2.85
C 0.30 5.45 -2.64
C 0.43 6.48 -3.59
C 0.51 3.03 -1.97
C -0.54 2.23 -2.36
C -1.32 2.49 -3.51
C -2.27 1.50 -3.59
C -2.02 0.64 -2.51
C -2.68 -0.62 -2.30
C -3.96 -0.77 -2.98
C -4.11 -1.76 -3.95
C -5.32 -1.94 -4.64
C -6.34 -1.06 -4.36
I -8.22 -1.37 -5.28
C -6.23 -0.10 -3.36
C -5.06 0.05 -2.64
C -2.10 -1.62 -1.53
N -0.89 -1.48 -0.79
C -0.53 -2.82 -0.52
C 0.66 -3.21 -0.02
C 1.01 -4.67 -0.12
C 1.25 -5.35 1.07
C 1.98 -6.53 1.00
C 2.33 -7.06 -0.24
I 3.26 -8.93 -0.26
C 2.10 -6.38 -1.42
C 1.44 -5.15 -1.34
C 1.66 -2.28 0.44
C 2.86 -2.75 1.07
C 3.42 -1.64 1.59
C 2.60 -0.55 1.25
N 1.46 -0.94 0.54
C 2.96 0.82 1.47
C 2.35 1.83 0.76
C 2.92 3.17 0.67
C 2.25 3.71 -0.40
C 1.28 2.81 -0.84
N 1.30 1.65 -0.06
C 4.20 1.12 2.28
C 4.12 1.78 3.50
C 5.28 2.15 4.19
C 6.48 1.68 3.68
I 8.40 2.16 4.58
C 6.59 0.92 2.51
C 5.42 0.62 1.80
C -1.57 -3.74 -0.91
C -2.56 -3.03 -1.49
N -0.99 1.07 -1.76
H 2.24 4.79 -5.88
H 1.80 3.01 -4.26
H -0.25 5.73 -1.74
H 0.00 7.45 -3.38
H -1.17 3.33 -4.14
H -3.09 1.41 -4.28
H -3.30 -2.50 -4.13
H -5.42 -2.75 -5.38
H -7.07 0.52 -3.18
H -4.97 0.83 -1.85
H 1.02 -4.89 2.01
H 2.21 -7.06 1.90
H 2.39 -6.79 -2.39
H 1.32 -4.55 -2.21
H 3.13 -3.78 1.14
H 4.29 -1.58 2.21
H 3.71 3.67 1.16
H 2.43 4.69 -0.82
H 3.14 1.99 3.91
H 5.12 2.69 5.13
H 7.55 0.63 2.12
H 5.43 0.07 0.89
H -1.55 -4.80 -0.75
H -3.51 -3.43 -1.84
C 2.15 -1.68 5.09
C 1.74 -2.66 4.23
C 0.75 -2.39 3.27
C 0.23 -1.13 3.14
C 0.60 -0.15 4.03
C 1.52 -0.44 5.04
N -0.73 -0.79 2.10
C -1.99 -1.35 2.20
C -2.36 -2.36 3.09
C -3.66 -2.80 3.04
C -4.58 -2.39 2.08
C -4.22 -1.39 1.16
C -2.95 -0.89 1.32
N -2.47 0.21 0.59
N -3.27 1.22 0.29
C -2.51 2.35 0.26
C -2.96 3.61 -0.21
C -2.21 4.73 -0.01
C -1.04 4.68 0.78
C -0.53 3.42 1.08
N -1.23 2.30 0.79
H 2.85 -1.86 5.94
H 2.16 -3.68 4.24
H 0.45 -3.21 2.63
H 0.12 0.83 3.97
H 1.69 0.37 5.75
H -1.69 -2.75 3.83
H -3.97 -3.61 3.70
H -5.56 -2.88 2.10
H -4.78 -0.96 0.35
H -3.93 3.62 -0.69
H -2.65 5.69 -0.29
H -0.46 5.57 1.04
H 0.44 3.25 1.60
*
```

Here are the Mulliken charges for atoms 1 to 99, given in e: -2.288 0.029 0.005 -0.852 0.435 -0.845 0.592 -0.833 1.158 0.187 -1.638 -1.704 -0.338 1.210 -0.526 -0.161 -0.724 -0.176 0.010 -0.670 0.157 0.338 1.459 0.265 1.369 -0.231 -0.372 -0.747 -0.112 0.052 -0.583 -0.807 0.831 -1.956 -1.466 1.083 0.641 0.742 0.639 -1.746 -1.558 -0.046 0.727 -0.375 -0.041 -0.740 -0.035 -0.030 -0.907 -0.427 -1.731 -1.663 1.606 0.398 0.422 0.205 0.379 0.574 0.565 0.462 0.347 0.450 0.341 0.807 0.420 0.357 0.549 0.495 0.675 0.554 0.577 0.565 0.384 0.381 0.696 0.575 0.626 -0.813 -0.718 -0.091 -0.959 -0.083 -0.586 1.218 1.237 -1.303 -0.827 -0.850 -0.528 -0.182 1.661 -1.387 -0.047 -0.821 -0.218 -1.102 -0.173 0.596 0.312

---

A molecular structure, C61H46BCl4N4O3P2Ti. Source: OMol25; level of theory: ωB97M-V with the def2-TZVPD basis set.

## Properties
Kohn-Sham gap (spin up / spin down)   4.94 / 6.64 eV
HOMO energy (spin up / spin down)   -2.90 / -4.56 eV
Energy above the lowest of the compared OMol25 structures with the same formula, charge and spin   32.3 kcal/mol

```
! RIJCOSX wB97M-V def2-TZVPD def2/J DEFGRID3
* xyz -1 3
Ti -0.89 -0.70 -1.38
C 2.93 -2.91 -2.01
C 2.37 -4.06 -2.58
C 1.01 -4.23 -2.51
C 0.21 -3.27 -1.88
N 0.76 -2.13 -1.35
C 2.09 -2.00 -1.42
C -1.20 -3.42 -1.63
C -1.97 -4.49 -2.04
C -3.31 -4.54 -1.65
C -3.84 -3.52 -0.86
C -3.04 -2.45 -0.50
N -1.73 -2.40 -0.89
C -3.46 -1.32 0.29
C -4.79 -1.13 0.72
C -5.13 0.01 1.40
C -4.14 0.97 1.63
C -2.86 0.70 1.20
N -2.49 -0.41 0.57
H 4.00 -2.74 -2.02
H 3.00 -4.80 -3.05
H 0.55 -5.12 -2.92
H 2.49 -1.11 -0.94
H -1.55 -5.27 -2.66
H -3.93 -5.37 -1.97
H -4.88 -3.55 -0.57
H -5.53 -1.88 0.49
H -6.15 0.17 1.73
H -4.37 1.91 2.12
H -2.10 1.45 1.35
Cl -5.47 3.98 -2.98
C -4.52 2.54 -2.98
C -4.75 1.55 -3.92
Cl -5.95 1.78 -5.14
C -4.00 0.37 -3.89
Cl -4.30 -0.90 -5.02
C -3.01 0.17 -2.94
O -2.29 -0.90 -2.80
C -2.71 1.24 -2.03
O -1.63 1.06 -1.28
C -3.49 2.38 -2.04
Cl -3.16 3.61 -0.87
C 0.73 3.26 4.63
C -0.54 2.96 3.81
C -1.74 3.70 4.42
C -0.76 1.45 3.83
C -1.43 0.80 4.85
C -1.57 -0.58 4.86
C -1.00 -1.35 3.86
C -0.30 -0.73 2.83
P 0.68 -1.47 1.47
C 0.37 -3.29 1.50
C 1.45 -4.10 1.15
C 1.30 -5.46 0.98
C 0.05 -6.04 1.15
C -1.03 -5.25 1.49
C -0.88 -3.88 1.67
C 2.20 -1.57 2.56
C 3.32 -0.81 2.27
C 4.47 -0.90 3.05
C 4.50 -1.77 4.13
C 3.38 -2.52 4.45
C 2.24 -2.42 3.67
C -0.20 0.67 2.83
O 0.46 1.21 1.75
C 0.21 2.52 1.43
C 0.48 2.91 0.11
C 0.26 4.23 -0.25
C -0.20 5.14 0.68
C -0.48 4.73 1.98
C -0.29 3.41 2.37
P 0.97 1.64 -1.14
C 0.99 2.67 -2.68
C -0.14 2.70 -3.50
C -0.16 3.42 -4.68
C 0.96 4.13 -5.08
C 2.08 4.12 -4.28
C 2.10 3.41 -3.09
C 2.80 1.62 -0.87
C 3.54 0.95 -1.86
C 4.91 0.77 -1.72
C 5.56 1.23 -0.58
C 4.83 1.89 0.40
C 3.46 2.08 0.26
H 0.61 2.92 5.66
H 0.95 4.33 4.63
H 1.59 2.74 4.20
H -1.90 3.39 5.45
H -2.64 3.49 3.85
H -1.57 4.77 4.43
H -1.86 1.36 5.67
H -2.11 -1.06 5.67
H -1.10 -2.43 3.87
H 2.43 -3.65 1.01
H 2.16 -6.06 0.69
H -0.07 -7.11 1.00
H -2.01 -5.71 1.61
H -1.74 -3.28 1.91
H 3.30 -0.13 1.43
H 5.34 -0.31 2.80
H 5.40 -1.87 4.73
H 3.39 -3.18 5.30
H 1.37 -3.01 3.93
H 0.43 4.54 -1.27
H -0.37 6.17 0.40
H -0.83 5.47 2.68
H -1.02 2.15 -3.23
H -1.06 3.42 -5.28
H 0.96 4.67 -6.02
H 2.97 4.67 -4.58
H 3.00 3.43 -2.48
H 3.03 0.59 -2.74
H 5.46 0.26 -2.50
H 6.62 1.08 -0.46
H 5.33 2.25 1.29
H 2.92 2.61 1.03
B 1.34 -0.17 -5.51
C 0.61 -0.33 -4.14
N 0.16 -0.40 -3.08
H 1.73 -1.26 -5.85
H 2.27 0.59 -5.31
H 0.56 0.30 -6.31
*
```

Here are the Mulliken charges for atoms 1 to 99, given in e: -0.530 -1.422 -1.046 -0.993 0.487 1.337 -0.260 0.473 -0.948 -1.460 -0.880 0.021 1.248 0.650 -1.092 -1.276 -0.976 -0.235 1.192 0.549 0.426 0.400 0.354 0.459 0.457 0.447 0.471 0.437 0.519 0.291 -0.253 0.503 0.452 -0.239 0.357 -0.274 -0.554 -0.157 -1.464 1.225 0.523 -0.211 -1.987 1.461 -2.120 0.949 -0.023 -1.686 -0.336 0.174 1.875 0.308 -0.617 -0.734 -0.801 -0.980 -0.307 0.382 -0.234 -0.867 -0.652 -0.823 -0.186 -0.947 0.411 -1.234 -0.323 -0.426 -1.684 -0.141 1.053 3.887 0.336 0.024 -0.925 -0.786 -0.785 -0.704 -0.267 -0.266 -0.712 -0.981 -0.236 -1.178 0.414 0.416 0.419 0.499 0.355 0.501 0.309 0.385 0.469 0.364 0.417 0.392 0.436 0.331 0.467